No. 1
The following is a quantum chemistry calculation of C23H26N2O3 in the gas phase, from the OMol25 dataset.

Last column: Löwdin charge in e.
Cartesian coordinates (Å):
H (2.226, 2.616, 0.931)  0.162
C (-0.771, -2.251, -0.756)  -0.194
C (2.048, 1.335, -2.217)  -0.035
C (0.684, -3.107, -3.052)  -0.440
O (-3.169, -1.439, -0.206)  -0.227
H (0.284, -2.065, -0.263)  0.147
C (-2.918, -0.103, 2.661)  -0.178
O (1.858, -3.787, -3.358)  -0.096
O (2.275, -0.008, 1.698)  -0.095
H (-2.204, -3.796, -1.265)  0.142
C (-1.209, 1.479, 1.616)  0.001
H (-3.483, -1.076, 2.114)  0.209
N (-1.122, -0.733, 1.152)  0.119
C (-1.633, -1.611, 0.185)  -0.172
H (1.737, 3.217, -1.313)  0.002
C (-0.649, 4.186, 0.656)  -0.035
C (-1.386, 2.017, 0.207)  -0.027
C (-0.724, 2.499, 2.566)  -0.095
C (1.795, -0.778, -3.238)  0.125
C (-1.113, -3.668, -1.172)  -0.035
C (2.083, 1.844, 0.027)  -0.033
C (-0.450, -1.233, -2.058)  -0.076
H (0.073, -0.725, 1.088)  0.230
H (-1.799, 0.393, 4.109)  0.117
H (2.515, -1.561, -3.277)  0.110
C (-0.361, -3.868, -2.594)  -0.088
C (1.876, 2.337, -1.265)  -0.009
H (-1.392, -1.231, 3.610)  0.057
H (1.736, 1.415, 2.916)  0.056
H (1.533, 1.715, -3.334)  0.192
H (3.381, 1.497, 2.734)  0.126
H (-0.434, 5.229, 0.353)  0.115
H (-1.338, -1.268, -2.648)  0.132
H (-0.411, -4.953, -2.569)  0.127
H (-0.677, 2.173, 3.558)  0.079
C (2.253, -0.224, -0.867)  -0.029
H (2.473, 0.233, 3.638)  0.050
N (0.553, -1.873, -2.742)  0.017
H (-0.887, -4.273, -0.575)  -0.006
C (-1.156, 3.224, -0.089)  -0.231
H (-1.134, -3.791, -3.392)  0.149
C (2.061, 0.029, -2.038)  -0.359
C (-1.839, 0.138, 2.038)  -0.416
H (2.266, -1.434, -0.536)  0.201
C (2.260, 0.553, 0.359)  -0.172
C (2.551, 0.742, 2.797)  -0.118
H (-0.530, -0.246, -1.895)  0.089
H (0.101, 4.325, 2.991)  0.158
H (-1.842, 1.264, -0.465)  0.127
H (1.497, -0.554, -4.083)  0.041
C (-1.893, -0.448, 3.445)  0.010
H (-1.421, 3.430, -1.050)  0.097
C (-0.559, 3.741, 2.101)  -0.083
H (-3.615, 0.470, 2.767)  0.058

Computed properties:
frontier orbital gap	0.319	hartree
lowest unoccupied orbital energy	0.16	eV


No. 2
The following is a quantum chemistry calculation of a molecular structure, C21H28F3O4Sr, from the OMol25 dataset.

Last column: Löwdin charge in e.
Cartesian coordinates (Å):
H (-3.019, 1.337, -3.957)  0.094
O (-2.047, -0.556, 2.794)  -0.243
H (-1.702, 2.657, -3.787)  0.091
F (-2.570, -1.018, 5.649)  0.103
H (2.780, -2.289, -2.313)  0.112
H (-0.082, 2.922, 4.492)  0.093
H (0.705, 1.077, -5.041)  0.089
C (-0.413, 3.053, 3.481)  -0.216
C (0.431, 0.927, -3.995)  -0.010
C (1.307, -1.307, -0.920)  -0.212
C (-1.037, 0.562, -3.939)  -0.553
C (-1.726, 3.948, 1.785)  -0.267
H (2.760, -2.931, -0.627)  0.125
C (2.806, 0.407, 1.985)  -0.216
H (0.620, 1.887, -3.490)  0.095
H (0.911, -4.178, -2.531)  0.106
H (-0.691, -1.133, -5.558)  0.126
H (1.075, 0.123, -3.613)  0.082
Sr (-1.322, 0.681, 0.917)  1.544
C (2.809, -0.971, 1.604)  -0.254
C (-0.219, -3.057, -0.815)  -0.186
H (1.545, 3.251, 2.450)  0.082
H (-1.191, -2.729, -1.271)  0.108
H (1.794, -0.500, -0.317)  0.098
H (2.531, 1.344, 3.978)  0.073
C (-1.445, -0.609, -4.936)  -0.087
H (0.397, -2.615, -2.799)  0.057
H (-1.005, -2.135, -3.525)  0.086
C (-1.306, -0.105, 3.731)  -0.528
H (2.999, 1.258, 1.332)  0.055
H (-2.785, -1.585, -3.564)  0.126
C (-1.328, -0.957, 5.061)  -0.463
C (0.450, 3.419, 2.410)  -0.181
C (2.192, -1.704, 2.649)  -0.191
O (-0.539, 0.901, 3.592)  -0.091
H (0.732, -0.864, -1.792)  0.084
H (-2.627, 3.157, 3.703)  0.076
C (2.105, -2.503, -1.452)  -0.132
F (-0.918, -2.235, 4.802)  0.116
C (1.866, -0.793, 3.703)  -0.186
C (-0.342, 4.024, 1.391)  -0.241
O (-1.373, -0.184, -2.720)  -0.120
H (-0.274, -3.957, -0.160)  0.130
F (-0.450, -0.441, 5.974)  0.109
H (-2.046, 1.822, -5.317)  0.092
H (-2.551, 4.559, 1.330)  0.066
H (2.017, -2.781, 2.633)  0.062
H (0.021, 4.661, 0.571)  0.057
H (1.300, -1.028, 4.622)  0.060
H (-2.406, -0.383, -5.427)  0.108
C (-2.016, 1.691, -4.217)  -0.026
O (0.313, -1.982, -0.031)  -0.192
C (-1.723, -1.309, -3.637)  -0.173
H (3.250, -1.407, 0.695)  0.053
C (0.811, -3.237, -1.975)  -0.168
C (2.381, 0.488, 3.328)  -0.201
C (-1.755, 3.331, 3.064)  -0.220

Computed properties:
charge	-1
frontier orbital gap	0.148	hartree
lowest unoccupied orbital energy	1.57	eV


No. 3
The following is a quantum chemistry calculation of 3 unconnected molecules or ions with the total composition C5H18N3O2, from the OMol25 dataset.

Last column: Löwdin charge in e.
Cartesian coordinates (Å):
H (2.069, -1.827, 1.757)  0.038
H (1.114, 2.205, -0.689)  0.161
H (-0.329, 0.241, 1.401)  0.095
H (0.881, -0.720, -0.642)  0.112
H (-0.228, 1.881, 1.701)  0.124
H (0.005, -2.338, 0.798)  -0.016
H (-2.271, 1.744, 1.019)  0.135
C (2.277, 1.173, 0.930)  -0.039
H (-1.886, -1.881, -1.977)  0.134
C (-1.619, 1.388, 0.185)  -0.151
H (3.175, 1.155, 0.303)  0.073
N (0.941, 0.280, -1.020)  0.045
C (0.936, 1.328, 0.006)  -0.366
H (-1.209, -1.018, -3.439)  0.141
H (1.620, 0.386, -1.634)  0.019
H (-1.510, 1.065, -2.442)  0.189
H (-1.605, 2.203, -0.527)  0.116
C (-0.283, 1.182, 0.873)  -0.183
H (0.945, -1.151, 2.478)  0.112
H (-1.021, -3.602, 0.637)  0.109
H (2.325, 0.217, 1.425)  0.026
O (-0.744, -2.696, 0.225)  -0.143
O (1.179, -1.661, 1.664)  -0.025
C (-1.614, 0.110, -1.803)  -0.164
H (-2.004, -0.723, 0.111)  0.153
H (2.478, 1.971, 1.661)  0.080
N (-2.048, 0.124, -0.519)  0.063
N (-1.574, -1.035, -2.483)  0.164

Computed properties:
charge	+1
frontier orbital gap	0.362	hartree
lowest unoccupied orbital energy	-2.67	eV


No. 4
The following is a quantum chemistry calculation of a molecular structure, C16H32BN2O32S6, from the OMol25 dataset.

Last column: Löwdin charge in e.
Cartesian coordinates (Å):
O (6.184, 0.791, -9.756)  0.141
H (10.424, 2.304, -15.267)  0.151
O (9.040, 3.235, -12.259)  0.143
O (10.527, 5.711, -10.369)  0.205
S (11.371, 0.427, -11.791)  0.691
H (12.734, 2.718, -5.079)  0.139
B (8.194, 3.250, -11.035)  -0.904
O (14.995, 5.968, -11.289)  -0.183
O (11.619, -0.929, -12.070)  -0.154
O (8.754, 2.760, -5.735)  -0.202
C (13.777, 5.343, -11.691)  -0.161
C (11.756, 3.132, -5.315)  -0.130
O (6.700, 1.952, -6.487)  -0.183
C (6.364, 5.819, -14.391)  -0.177
O (4.339, 8.271, -14.494)  -0.206
H (7.336, 5.357, -14.580)  0.120
H (12.629, 6.131, -13.499)  0.119
S (7.467, 3.343, -6.449)  0.583
H (8.963, 0.932, -4.925)  0.136
H (6.350, 6.107, -8.329)  0.126
N (9.970, 1.822, -14.488)  0.249
O (14.294, 8.187, -10.462)  -0.201
C (11.331, 1.832, -9.786)  -0.116
O (6.265, 9.169, -15.671)  -0.190
C (5.935, 6.250, -9.330)  -0.148
S (14.943, 7.554, -11.541)  0.582
H (10.704, 2.649, -10.150)  0.115
O (7.778, 3.777, -7.761)  -0.203
H (10.675, 4.967, -4.728)  0.139
O (6.838, 3.762, -11.303)  0.243
H (7.869, 0.745, -7.721)  0.112
H (5.982, 5.361, -13.475)  0.120
O (5.435, 6.918, -16.248)  -0.200
O (11.481, 3.089, -6.729)  -0.238
C (6.729, 1.684, -10.332)  -0.411
S (5.568, 8.061, -15.155)  0.585
O (12.642, 4.487, -8.449)  -0.204
O (12.191, 5.227, -6.170)  -0.169
O (8.948, 4.115, -10.173)  0.195
O (6.267, 7.538, -9.855)  -0.174
C (11.672, 4.613, -4.982)  -0.126
H (9.882, 1.078, -6.339)  0.121
C (9.861, 4.288, -12.272)  -0.343
O (6.529, 7.205, -14.191)  -0.178
H (10.961, 2.524, -4.891)  0.108
S (4.980, 8.445, -10.093)  0.591
H (9.286, 2.449, -14.035)  0.117
C (9.841, 4.861, -10.812)  -0.363
C (12.755, 1.902, -10.337)  -0.114
O (10.512, 4.605, -13.222)  0.169
H (13.968, 4.485, -12.338)  0.129
O (10.530, 1.153, -12.696)  -0.205
O (6.791, 4.237, -5.595)  -0.183
H (6.442, 5.483, -9.911)  0.103
H (11.246, 1.769, -8.708)  0.127
C (8.905, 1.347, -5.939)  -0.145
O (4.767, 2.991, -10.932)  0.132
H (3.315, 0.035, -9.637)  0.158
O (16.219, 7.980, -11.962)  -0.201
O (5.164, 9.697, -9.490)  -0.189
H (4.026, 5.688, -8.441)  0.134
S (11.613, 4.515, -7.470)  0.611
H (10.678, 1.535, -13.798)  -0.067
H (4.090, -0.397, -11.016)  0.148
H (5.944, 4.997, -16.362)  0.125
C (4.401, 6.204, -9.319)  -0.160
O (12.717, 1.248, -11.610)  -0.144
O (4.600, 8.336, -11.451)  -0.211
H (12.158, 6.833, -12.002)  0.115
H (7.139, 0.016, -6.224)  0.138
H (12.409, 4.942, -4.253)  0.143
H (13.340, 1.242, -9.690)  0.148
H (9.483, 1.003, -14.854)  0.152
C (5.450, 5.611, -15.614)  -0.125
O (10.915, 0.548, -10.287)  -0.146
H (4.047, 5.787, -10.263)  0.120
C (5.964, 2.852, -10.986)  -0.371
N (3.463, 0.302, -10.613)  0.311
H (2.581, 0.248, -11.126)  0.157
O (10.320, 4.962, -7.798)  -0.181
H (13.193, 2.891, -10.350)  0.109
O (7.991, 1.915, -10.431)  0.264
C (13.010, 6.389, -12.515)  -0.150
H (3.882, 1.253, -10.669)  0.099
C (7.635, 0.871, -6.663)  -0.126
O (13.968, 7.446, -12.782)  -0.186
H (13.252, 5.056, -10.784)  0.089
O (4.023, 7.572, -9.147)  -0.176
H (4.405, 5.349, -15.474)  0.129

Computed properties:
charge	+1
frontier orbital gap	0.317	hartree
lowest unoccupied orbital energy	-3.64	eV


No. 5
The following is a quantum chemistry calculation of a molecular structure, C32H35AuCl2N3O5P2, from the OMol25 dataset.

Last column: Löwdin charge in e.
Cartesian coordinates (Å):
H (1.530, 2.295, 2.769)  0.048
H (3.233, 6.203, 2.087)  0.058
H (-0.058, 5.254, 3.993)  0.095
O (0.358, -0.103, 1.355)  0.050
H (0.350, -7.332, 2.301)  0.107
H (-2.921, -3.881, 1.048)  0.071
C (-6.226, 1.647, -0.453)  -0.606
C (-1.496, -6.405, 2.801)  -0.063
C (-0.185, -5.849, 0.870)  -0.072
O (-2.269, 0.841, -0.581)  -0.038
C (1.459, -1.946, 0.239)  -0.211
H (-1.706, -5.971, -5.415)  0.107
H (3.152, -0.676, 0.890)  0.130
C (-2.235, -4.630, 1.291)  -0.080
C (2.818, 6.754, 1.251)  -0.121
P (1.455, 4.327, 0.892)  0.556
H (4.542, 4.379, 0.927)  0.107
O (0.267, 4.047, -0.003)  -0.355
C (1.414, 3.155, 3.359)  -0.100
C (-1.005, -4.759, 0.612)  -0.368
H (-3.373, -5.361, 2.981)  0.097
C (2.830, -1.678, 0.472)  0.019
O (4.036, 1.612, -0.365)  -0.078
H (3.629, 7.193, 0.671)  0.084
C (-3.921, 2.483, -0.536)  -0.545
P (-0.573, -3.477, -0.537)  0.969
H (4.221, 1.194, -1.233)  0.111
C (3.820, -2.623, 0.021)  -0.052
H (-6.457, -0.297, -1.262)  0.108
H (-1.671, -7.097, 3.643)  0.120
H (0.524, 3.047, 4.030)  0.099
N (1.279, 4.354, 2.543)  -0.312
H (-4.773, -1.230, -3.014)  0.135
C (-0.921, -4.097, -2.166)  -0.376
H (0.771, -3.168, -3.305)  0.140
H (0.623, -6.160, 0.169)  0.121
C (-3.468, 1.147, -0.827)  -0.357
C (0.696, 5.470, 3.215)  -0.118
C (0.312, -1.007, 0.552)  -0.377
Cl (-7.895, 1.839, -0.053)  0.762
H (2.058, 1.900, -0.686)  0.112
C (1.674, 6.496, -0.812)  -0.124
C (-0.173, -3.833, -3.312)  -0.087
O (-2.839, -1.098, -2.673)  -0.039
H (-0.019, -4.086, -5.473)  0.120
C (2.965, 2.517, -0.536)  -0.234
C (-2.459, -5.445, 2.433)  -0.045
H (-5.594, 3.686, 0.046)  0.125
H (3.735, 4.037, 2.483)  0.075
C (-5.784, 0.494, -1.117)  -0.008
C (1.188, -3.169, -0.394)  -0.321
H (1.870, -4.976, -1.447)  0.121
H (0.350, 6.162, 2.483)  0.070
H (1.098, 7.446, -0.587)  0.103
N (1.998, 5.851, 0.431)  -0.313
H (3.098, 3.234, -1.376)  0.128
C (-4.002, -0.726, -2.430)  -0.162
C (-5.266, 2.682, -0.246)  -0.077
H (-2.721, -5.174, -1.406)  0.096
Au (-1.456, -1.291, -0.571)  0.884
H (1.517, 5.945, 3.754)  0.083
C (-4.430, 0.341, -1.522)  -0.091
H (4.864, -2.435, 0.280)  0.114
C (-1.569, -5.307, -4.580)  -0.080
H (4.603, 2.756, 1.695)  0.068
H (2.216, 7.563, 1.683)  0.083
N (2.752, 3.277, 0.775)  -0.233
H (-3.420, -5.906, -3.648)  0.100
C (3.490, -3.778, -0.645)  -0.074
H (2.597, 6.858, -1.247)  0.067
C (-2.502, -5.371, -3.525)  -0.059
H (2.260, 3.150, 4.042)  0.080
H (4.307, -4.384, -1.075)  0.125
C (2.149, -4.085, -0.855)  -0.076
Cl (-2.772, 3.734, -0.383)  0.860
C (-2.128, -4.890, -2.266)  -0.068
C (-0.389, -6.621, 2.000)  -0.075
C (3.961, 3.581, 1.497)  -0.123
C (-0.610, -4.333, -4.569)  -0.076
H (1.213, 5.704, -1.451)  0.086

Computed properties:
charge	+1
multiplicity	3
frontier orbital gap (spin up / spin down)	0.204 / 0.155	hartree
<S²>	2.05
lowest unoccupied orbital energy (spin up / spin down)	-3.56 / -5.83	eV


No. 6
The following is a quantum chemistry calculation of 2 unconnected molecules or ions with the total composition C2HBr4F, from the OMol25 dataset.

Last column: Löwdin charge in e.
Cartesian coordinates (Å):
F (0.013, 1.015, 1.264)  -0.191
Br (-0.431, 4.021, 1.925)  0.070
C (-0.330, -1.246, 1.231)  -1.183
Br (-0.676, -2.879, 0.428)  0.719
Br (0.046, -1.186, 3.124)  0.684
Br (-2.221, 2.609, 1.635)  0.110
H (-0.612, 0.191, -0.490)  0.160
C (-0.349, -0.088, 0.606)  -0.368

Computed properties:
frontier orbital gap	0.297	hartree
lowest unoccupied orbital energy	-1.51	eV


Calculated values (eV) of energy for the records, taken in order: -33374.944 -39405.538 -14035.634 -151290.432 -95765.357 -284975.836.
Calculated values (kJ/mol) of relative energy (zero: lowest compared OMol25 entry of this formula, charge and spin) for the records, taken in order: 2266.9 566.7 128.4 319.6 40.3 61.9.